[1]
Below is 2 unconnected molecules or ions with the total composition C3H7F2NO at a distorted geometry, with properties calculated with wB97M-V/def2-TZVPD.

The SMILES is CCC=O.FNF. The calculation puts the relative energy (zero: lowest compared OMol25 entry of this formula, charge and spin) at 375.0 kJ/mol. The value obtained for the total energy is -12192.162 eV. The value obtained for the LUMO energy is 0.7 eV. The strongest force on any atom is 4.26 eV/A. Its multiplicity is 1.

Structure (XYZ):
```
14
Properties=species:S:1:pos:R:3:forces:R:3:mulliken_charge:R:1
C 1.791821 0.888531 0.357536 -3.53 1.90 -1.43 -1.135
C 1.093746 -0.012651 -0.659171 0.36 -1.17 0.18 -0.171
C 0.649228 -1.315148 -0.103088 -2.33 0.32 0.76 -0.119
O -0.488360 -1.700993 0.133918 1.00 0.75 -0.40 -0.482
H 1.861346 1.830728 -0.221897 1.49 -0.45 0.55 0.284
H 1.059703 1.226149 1.079454 -0.39 -0.27 0.55 0.332
H 2.547785 0.445946 0.893845 2.36 -0.53 0.67 0.414
H 1.927599 -0.392214 -1.309277 -1.06 0.94 -0.54 0.241
H 0.205356 0.496817 -1.044127 0.56 -0.05 -0.71 0.257
H 1.455641 -1.946527 0.135515 1.45 -1.40 0.47 0.378
F -2.580278 0.471517 -0.939320 0.55 -0.49 0.37 -0.145
N -2.870305 0.448970 0.417074 0.25 -0.99 1.06 0.035
F -4.172694 0.008437 0.403609 -1.20 0.16 0.07 -0.186
H -2.480585 -0.449565 0.855926 0.50 1.28 -1.60 0.296
```
Forces are in eV/Å.



[2]
Below is 4 unconnected molecules or ions with the total composition C28H65BClO10P at a distorted geometry, with properties calculated with wB97M-V/def2-TZVPD.

The SMILES is CCOCCCCCB(Cl)P(C)CC.COCCOCCOC.COCCOCCOC.COCCOCCOC. The value obtained for the total energy is -73041.576 eV. The value obtained for the LUMO energy is 0.4 eV. The strongest force on any atom is 2.68 eV/A. Its multiplicity is 1.

Structure (XYZ):
```
106
Properties=species:S:1:pos:R:3:forces:R:3:mulliken_charge:R:1
C 8.987128 1.718533 -0.877291 -0.02 -0.90 -0.79 -0.700
C 7.763626 0.771843 -1.510785 0.09 1.46 -0.05 -0.228
O 6.970365 0.118090 -0.457856 1.43 -1.41 -1.22 -0.366
C 7.199871 -1.333121 -0.398808 0.10 -1.00 0.33 -0.429
C 6.413286 -2.214755 -1.532715 -0.06 -0.35 -0.50 -0.644
C 5.116042 -1.484966 -2.215511 -0.94 -0.72 -0.87 -0.462
C 3.814153 -2.532037 -2.252384 0.30 -0.46 0.26 -0.518
C 2.639062 -2.093421 -1.167902 0.31 -0.26 -0.68 -0.683
B 1.312600 -1.390922 -1.903788 0.45 0.45 0.86 0.403
Cl 1.435630 -0.382708 -3.460004 0.01 -1.11 1.31 -0.276
P -0.423583 -1.635665 -1.050921 0.25 0.29 -0.28 -0.057
C -0.056384 -1.310788 0.834556 -0.34 0.54 -0.25 -0.916
C -1.687984 -0.341787 -1.687406 -0.97 1.54 0.76 -0.228
C -1.296445 1.212107 -1.263512 -0.69 -0.02 0.24 -0.798
H 9.977932 1.083894 -0.786533 -1.99 1.34 0.06 0.053
H 9.189082 2.547715 -1.685140 -0.35 -1.44 1.77 0.298
H 8.682753 2.173781 0.163819 0.55 -0.92 -2.24 0.240
H 7.038356 1.546832 -2.056261 1.43 -1.94 1.03 0.246
H 8.179356 -0.015963 -2.278195 -0.81 1.60 1.45 0.262
H 8.355938 -1.607991 -0.501475 -2.35 0.78 0.45 0.221
H 6.796145 -1.704621 0.658841 0.99 1.07 -2.25 0.301
H 7.136300 -2.552303 -2.417563 -1.41 0.84 1.97 0.227
H 6.073591 -3.231738 -1.014005 0.68 2.25 -1.06 0.360
H 4.758319 -0.501518 -1.693359 0.98 -1.89 -0.80 0.319
H 5.327693 -1.212869 -3.356604 -0.19 -0.48 2.58 0.301
H 4.141395 -3.636510 -1.939836 -0.46 2.46 -0.79 0.276
H 3.416023 -2.615769 -3.363150 0.60 0.30 2.40 0.280
H 2.269085 -3.068395 -0.614943 0.72 2.04 -0.90 0.249
H 3.127046 -1.348125 -0.375554 -1.16 -1.59 -1.57 0.323
H -1.081378 -1.451322 1.395841 2.21 0.24 -0.96 0.325
H 0.733030 -2.118793 1.150255 -1.59 1.75 -0.47 0.299
H 0.328493 -0.203934 0.945596 -0.64 -2.38 0.15 0.250
H -1.901876 -0.393560 -2.842423 0.79 -0.14 2.27 0.324
H -2.731943 -0.575676 -1.160172 2.24 0.38 -1.08 0.058
H -1.098457 1.310534 -0.092987 -0.37 -0.36 -2.55 0.204
H -2.270307 1.861791 -1.474463 2.28 -1.12 0.29 0.251
H -0.346697 1.612137 -1.842201 -2.11 -0.84 1.14 0.239
C -8.462595 -1.164211 1.175920 -0.21 0.52 0.20 -0.864
O -7.864203 0.096793 1.468329 0.25 -0.79 -0.10 -0.235
C -6.560170 0.015040 2.018836 0.17 0.29 -0.34 -0.613
C -5.451884 0.633603 1.144730 0.00 0.28 0.08 -0.331
O -5.276638 0.161760 -0.188773 -0.20 0.11 0.08 -0.449
C -6.371246 0.278084 -1.094729 -0.16 -0.10 -0.06 -0.251
C -6.964331 1.668677 -1.380259 0.00 -0.14 0.45 -0.528
O -7.446274 2.352616 -0.221044 0.58 -0.23 -0.66 -0.232
C -6.796255 3.572248 0.062846 -0.30 0.02 0.50 -0.883
H -9.231222 -1.374340 1.921474 0.00 -0.17 0.11 0.219
H -8.962378 -1.093970 0.211051 0.01 -0.01 -0.14 0.264
H -7.742340 -1.985488 1.149933 0.02 0.08 -0.02 0.455
H -6.289020 -1.013208 2.267859 -0.11 -0.13 -0.10 0.411
H -6.581730 0.575043 2.956682 0.22 0.06 0.09 0.349
H -4.503026 0.430907 1.650949 -0.03 -0.21 -0.06 0.488
H -5.522462 1.719687 1.134278 -0.28 0.04 0.03 0.081
H -7.148054 -0.423992 -0.807685 -0.26 0.12 0.14 0.019
H -5.997617 -0.104705 -2.049582 0.15 0.14 0.03 0.473
H -7.822752 1.529157 -2.043225 0.04 -0.18 -0.12 0.352
H -6.239739 2.277516 -1.929851 0.07 0.06 0.17 0.389
H -5.840392 3.695169 -0.447838 -0.02 -0.07 -0.17 0.390
H -6.594941 3.602985 1.138103 -0.05 0.08 -0.02 0.264
H -7.465414 4.398305 -0.177493 0.10 0.20 -0.10 0.231
C -11.496490 1.794728 1.257432 -0.13 0.10 0.54 -0.742
O -12.775436 1.635034 1.867760 0.19 0.04 -0.80 -0.310
C -13.873190 1.891762 1.007951 -0.13 -0.45 0.14 -0.490
C -14.778587 0.674247 0.737963 -0.18 0.02 0.21 -0.240
O -14.202904 -0.510076 0.192487 0.10 0.08 0.25 -0.503
C -13.166717 -1.156783 0.927702 0.17 0.04 0.00 -0.106
C -13.450788 -1.635225 2.362073 -0.07 0.48 -0.08 -0.487
O -13.867120 -0.600455 3.256355 -0.11 -0.72 -0.58 -0.283
C -15.157388 -0.769390 3.801600 0.07 0.53 0.22 -0.864
H -11.041883 2.717728 1.621021 0.07 0.10 -0.14 0.252
H -10.856175 0.974158 1.577355 0.07 -0.08 -0.03 0.144
H -11.540979 1.812841 0.165813 -0.06 -0.04 0.04 0.425
H -13.550972 2.317763 0.055309 0.19 -0.04 -0.04 0.352
H -14.487569 2.647208 1.503395 -0.24 0.03 -0.09 0.365
H -15.527241 0.995690 0.007302 0.17 -0.01 -0.14 0.434
H -15.360481 0.416144 1.620829 0.18 0.08 0.22 0.040
H -12.269742 -0.546104 0.892447 0.09 0.17 0.28 -0.048
H -12.912460 -2.047875 0.345311 -0.21 -0.05 0.02 0.443
H -12.517981 -2.041478 2.762956 0.12 -0.08 -0.16 0.346
H -14.169800 -2.460141 2.344576 -0.14 0.13 0.01 0.373
H -15.775412 -1.489892 3.264472 0.10 -0.14 -0.05 0.412
H -15.670766 0.195943 3.754434 -0.01 -0.03 0.09 0.246
H -15.068016 -1.051564 4.850550 -0.16 -0.17 0.09 0.243
C 14.683259 -2.046988 -1.910060 0.56 0.15 0.15 -0.840
O 15.293851 -0.839031 -1.460923 -0.72 -0.21 -0.40 -0.295
C 14.763356 0.339666 -2.043583 -0.09 0.17 0.45 -0.481
C 14.079994 1.298566 -1.049345 0.21 0.16 0.09 -0.288
O 13.005356 0.815078 -0.247493 0.23 -0.12 0.00 -0.443
C 13.258228 -0.279301 0.630485 0.00 -0.18 -0.01 -0.270
C 14.351117 -0.142385 1.704669 0.15 0.06 -0.44 -0.491
O 15.651880 0.148217 1.187574 -0.83 0.18 0.38 -0.284
C 16.201742 1.374773 1.616330 0.42 -0.10 -0.37 -0.843
H 15.367787 -2.561013 -2.586811 -0.07 -0.04 -0.17 0.247
H 14.532697 -2.698295 -1.050514 -0.07 -0.03 0.09 0.258
H 13.725886 -1.883722 -2.410780 0.03 0.06 0.06 0.394
H 14.071155 0.113387 -2.857514 -0.08 -0.18 0.01 0.370
H 15.606840 0.877530 -2.482741 -0.04 0.24 -0.05 0.352
H 13.655102 2.114651 -1.641922 -0.15 -0.15 -0.06 0.440
H 14.813167 1.786431 -0.409725 0.21 -0.21 0.02 0.049
H 13.401088 -1.181635 0.043867 0.31 -0.11 -0.03 0.058
H 12.316276 -0.446493 1.162128 0.02 0.21 0.06 0.445
H 14.425097 -1.103295 2.221444 -0.19 -0.09 -0.01 0.350
H 14.046642 0.594102 2.454771 0.08 0.14 -0.11 0.373
H 15.470882 2.065249 2.039024 -0.12 -0.09 0.10 0.408
H 16.645362 1.866560 0.745126 0.07 0.00 0.07 0.242
H 16.998770 1.178013 2.333224 0.02 0.15 0.19 0.242
```
Forces are in eV/Å.



[3]
Below is a single C7H12S molecule at a distorted geometry, with properties calculated with wB97M-V/def2-TZVPD.

The SMILES is C1C[C@@H]2CC[C@H](C1)S2. The calculation puts the relative energy (zero: lowest compared OMol25 entry of this formula, charge and spin) at 14.0 kJ/mol. The value obtained for the total energy is -18289.088 eV. The value obtained for the LUMO energy is 0.9 eV. The strongest force on any atom is 1.03 eV/A. Its multiplicity is 1.

Structure (XYZ):
```
20
Properties=species:S:1:pos:R:3:forces:R:3:mulliken_charge:R:1
C -1.766505 -0.022084 0.297647 0.80 0.31 0.03 -0.755
C -0.995477 1.278358 0.034884 -0.20 0.53 -0.61 -0.857
C 0.475715 1.240867 0.524204 -0.04 0.30 0.09 0.077
C 1.459087 0.791505 -0.560586 0.36 -0.07 -0.50 -0.782
C 1.463809 -0.768385 -0.576327 0.71 0.22 0.41 -0.827
C 0.487777 -1.252579 0.512504 0.27 -0.60 -0.21 0.094
C -0.973229 -1.304493 0.002889 0.31 0.95 0.21 -0.867
S 0.689653 -0.015463 1.832586 -0.07 -0.02 0.02 -0.279
H -2.051987 -0.002520 1.342184 -0.07 -0.21 0.23 0.366
H -2.668009 -0.021366 -0.280379 -0.64 0.00 -0.34 0.422
H -1.548710 2.126995 0.483867 0.34 -0.46 0.08 0.293
H -1.014241 1.525633 -1.050862 0.21 -0.29 0.48 0.330
H 0.783262 2.210226 0.929807 -0.16 -0.15 -0.04 0.475
H 2.478959 1.165813 -0.343967 -0.57 -0.17 0.00 0.282
H 1.170442 1.214741 -1.544049 0.10 -0.23 0.46 0.301
H 1.184632 -1.160890 -1.545155 -0.12 -0.13 -0.27 0.319
H 2.488416 -1.146798 -0.356859 -0.70 0.28 -0.10 0.288
H 0.807192 -2.249755 0.877789 -0.24 0.59 -0.08 0.454
H -1.499241 -2.096296 0.483383 -0.34 -0.82 0.35 0.318
H -0.971552 -1.513516 -1.063560 0.04 -0.03 -0.21 0.350
```
Forces are in eV/Å.